A 3-piece molecular cluster, C25H33FN2O6SSi overall in a non-equilibrium geometry. Source: the Open Molecules 2025 dataset; level of theory: wB97M-V/def2-TZVPD.

Computed properties:
largest force on an atom = 1.12 eV/Å
net charge = 0
multiplicity = 1
structure (SMILES) = CCCOC[Si@@H](F)CCCCCCCSc1nnco1.O=C1C=CC(=O)C=C1.O=C1C=CC(=O)C=C1

Structure (XYZ):
```
69
C25H33FN2O6SSi, DFT wB97M-V/def2-TZVPD
C -0.744 -4.480 4.255
C -1.761 -3.332 4.177
C -1.083 -1.979 4.320
O 0.066 -1.835 3.511
C -0.227 -1.840 2.114
Si 1.066 -0.793 1.233
F 0.986 -1.177 -0.337
C 0.683 1.023 1.355
C -0.439 1.506 0.403
C -1.847 1.381 1.024
C -2.935 0.773 0.137
C -2.593 -0.524 -0.606
C -2.294 -0.342 -2.104
C -2.403 -1.657 -2.862
S -1.108 -2.832 -2.422
C -0.212 -2.877 -3.901
N -0.326 -2.155 -4.975
N 0.669 -2.615 -5.839
C 1.287 -3.559 -5.208
O 0.782 -3.791 -3.965
H 0.125 -4.166 4.825
H -0.422 -4.782 3.261
H -1.177 -5.363 4.719
H -2.317 -3.379 3.242
H -2.490 -3.440 4.978
H -0.738 -1.842 5.344
H -1.792 -1.168 4.117
H -1.224 -1.413 1.965
H -0.270 -2.862 1.720
H 2.417 -1.149 1.663
H 1.594 1.580 1.137
H 0.388 1.292 2.370
H -0.386 1.023 -0.571
H -0.253 2.561 0.236
H -2.174 2.393 1.268
H -1.782 0.863 1.981
H -3.316 1.517 -0.564
H -3.776 0.551 0.797
H -1.747 -1.049 -0.161
H -3.453 -1.192 -0.539
H -1.299 0.081 -2.224
H -3.020 0.367 -2.504
H -3.347 -2.133 -2.601
H -2.413 -1.496 -3.936
H 2.123 -4.128 -5.566
C -2.602 5.728 -2.783
C -1.620 5.378 -1.957
C -1.887 5.081 -0.528
O -0.993 4.758 0.225
C -3.289 5.186 -0.055
C -4.272 5.536 -0.880
C -4.006 5.834 -2.311
O -4.901 6.151 -3.063
H -2.432 5.949 -3.829
H -0.590 5.292 -2.280
H -3.459 4.963 0.991
H -5.302 5.620 -0.557
C 6.557 -1.867 -0.496
C 5.378 -1.368 -0.137
C 5.274 -0.048 0.534
O 4.197 0.402 0.861
C 6.533 0.695 0.790
C 7.712 0.196 0.431
C 7.818 -1.125 -0.241
O 8.892 -1.579 -0.569
H 6.658 -2.827 -0.986
H 4.445 -1.889 -0.314
H 6.431 1.655 1.280
H 8.644 0.719 0.607
```

The molecule C25H33N3O3. Source: the Open Molecules 2025 dataset; level of theory: wB97M-V/def2-TZVPD.

Computed properties:
largest force on an atom = 0.57 eV/Å
net charge = 0
relative energy (zero: lowest compared OMol25 entry of this formula, charge and spin) = 45.7 kcal/mol
multiplicity = 1
structure (SMILES) = COc1ccc(N2CCN(C(=O)CCNC(=O)c3ccc(C(C)(C)C)cc3)CC2)cc1

Structure (XYZ):
```
64
C25H33N3O3, DFT wB97M-V/def2-TZVPD
C 5.986 3.950 0.523
H 6.900 4.475 0.800
O 6.296 2.582 0.595
C 5.312 1.680 0.295
C 4.020 2.001 -0.092
C 3.102 1.000 -0.371
C 3.448 -0.345 -0.283
C 4.756 -0.656 0.101
C 5.667 0.333 0.390
H 6.675 0.089 0.685
H 5.066 -1.688 0.160
N 2.573 -1.383 -0.624
C 2.333 -2.412 0.373
H 3.259 -2.634 0.902
C 1.819 -3.682 -0.314
N 0.626 -3.377 -1.068
C -0.633 -3.802 -0.853
O -1.578 -3.367 -1.495
C -0.885 -4.840 0.234
H -0.093 -5.583 0.304
H -1.811 -5.348 -0.046
C -1.091 -4.129 1.582
N -1.851 -2.912 1.409
C -1.273 -1.701 1.611
O -0.189 -1.590 2.165
C -2.028 -0.518 1.125
C -1.325 0.675 0.989
C -1.939 1.815 0.510
C -3.285 1.810 0.159
C -3.986 0.616 0.318
C -3.378 -0.530 0.789
H -3.975 -1.422 0.912
H -5.036 0.572 0.069
C -4.006 3.036 -0.377
C -4.529 2.726 -1.786
H -5.230 1.896 -1.776
H -5.038 3.596 -2.196
H -3.704 2.467 -2.446
C -3.097 4.265 -0.462
H -2.714 4.538 0.519
H -2.262 4.090 -1.136
H -3.666 5.110 -0.846
C -5.180 3.374 0.553
H -4.819 3.559 1.563
H -5.691 4.268 0.200
H -5.903 2.565 0.592
H -1.349 2.712 0.417
H -0.282 0.692 1.273
H -2.631 -2.970 0.771
H -1.614 -4.795 2.278
H -0.137 -3.835 2.028
C 0.860 -2.328 -2.040
C 1.357 -1.062 -1.339
H 1.573 -0.306 -2.095
H 0.564 -0.690 -0.670
H -0.078 -2.135 -2.562
H 1.617 -2.672 -2.752
H 1.630 -4.449 0.434
H 2.580 -4.046 -1.015
H 1.587 -2.072 1.107
H 2.101 1.290 -0.648
H 3.701 3.028 -0.175
H 5.694 4.246 -0.491
H 5.189 4.221 1.223
```

The molecule C25H33N3O4. Source: the Open Molecules 2025 dataset; level of theory: wB97M-V/def2-TZVPD.

Computed properties:
largest force on an atom = 0.69 eV/Å
net charge = 0
relative energy (zero: lowest compared OMol25 entry of this formula, charge and spin) = 13.7 kcal/mol
multiplicity = 1
structure (SMILES) = CCOc1ccc(CCNC(=O)CN2CCN(Cc3ccccc3C)C2=O)cc1OCC

Structure (XYZ):
```
65
C25H33N3O4, DFT wB97M-V/def2-TZVPD
C -0.996 -4.789 0.764
C 0.100 -3.742 0.633
O -0.418 -2.689 -0.161
C 0.428 -1.797 -0.762
C -0.055 -1.218 -1.930
C 0.649 -0.236 -2.595
C 1.898 0.155 -2.139
C 2.408 -0.453 -1.001
C 1.681 -1.387 -0.274
O 2.094 -1.894 0.934
C 3.435 -1.706 1.358
C 4.422 -2.567 0.577
H 4.161 -3.619 0.676
H 4.410 -2.306 -0.478
H 5.424 -2.412 0.967
H 3.721 -0.649 1.317
H 3.420 -2.017 2.407
H 3.383 -0.164 -0.647
C 2.662 1.229 -2.869
H 3.312 0.775 -3.623
H 1.941 1.861 -3.393
C 3.526 2.111 -1.960
N 2.794 2.582 -0.808
C 3.133 2.258 0.446
O 4.126 1.624 0.758
C 2.144 2.792 1.491
N 0.858 2.148 1.428
C -0.095 2.438 0.501
O 0.039 3.216 -0.429
N -1.211 1.702 0.786
C -2.508 2.114 0.311
C -3.413 0.965 -0.054
C -2.884 -0.295 -0.289
C -3.700 -1.364 -0.608
C -5.067 -1.177 -0.705
C -5.600 0.083 -0.494
C -4.791 1.164 -0.170
C -5.402 2.518 0.042
H -6.464 2.497 -0.188
H -5.285 2.838 1.078
H -4.923 3.261 -0.594
H -6.667 0.232 -0.582
H -5.717 -2.003 -0.951
H -3.260 -2.335 -0.777
H -1.818 -0.438 -0.234
H -2.997 2.736 1.077
H -2.325 2.743 -0.568
C -1.072 1.035 2.064
H -1.629 1.580 2.842
C 0.441 1.084 2.311
H 0.922 0.137 2.037
H 0.693 1.317 3.349
H -1.456 0.015 2.016
H 2.004 3.865 1.318
H 2.565 2.633 2.485
H 1.884 3.013 -0.962
H 3.884 2.972 -2.535
H 4.395 1.565 -1.585
H 0.227 0.218 -3.479
H -1.017 -1.547 -2.292
H 0.986 -4.175 0.153
H 0.390 -3.368 1.622
H -1.266 -5.173 -0.216
H -0.651 -5.610 1.386
H -1.878 -4.344 1.217
```

The molecule C25H33N3O5 in a non-equilibrium geometry. Source: the Open Molecules 2025 dataset; level of theory: wB97M-V/def2-TZVPD.

Computed properties:
largest force on an atom = 1.31 eV/Å
net charge = 0
relative energy (zero: lowest compared OMol25 entry of this formula, charge and spin) = 0.9 kcal/mol
multiplicity = 1
structure (SMILES) = CCCCN(C(=O)CNC(=O)c1ccco1)[C@H](C(=O)NC1CCCC1)c1ccc(OC)cc1

Structure (XYZ):
```
66
C25H33N3O5, DFT wB97M-V/def2-TZVPD
C -2.220 2.614 -3.867
C -1.359 2.289 -2.654
C -2.186 1.668 -1.532
H -2.678 0.770 -1.907
H -2.968 2.368 -1.233
C -1.366 1.346 -0.279
N -0.237 0.460 -0.498
C -0.338 -0.867 -0.689
O 0.641 -1.608 -0.695
C -1.721 -1.486 -0.886
N -1.667 -2.871 -0.489
C -2.122 -3.245 0.735
O -2.809 -2.529 1.442
C -1.759 -4.617 1.118
C -2.134 -5.348 2.217
C -1.474 -6.590 2.106
C -0.747 -6.526 0.955
O -0.910 -5.343 0.351
H -0.097 -7.234 0.479
H -1.531 -7.414 2.787
H -2.801 -5.027 2.989
H -0.929 -3.420 -0.908
H -2.007 -1.419 -1.940
H -2.476 -1.006 -0.262
C 1.109 0.972 -0.168
C 1.419 2.277 -0.848
C 1.976 2.232 -2.120
C 2.256 3.385 -2.831
C 1.987 4.627 -2.267
C 1.451 4.680 -0.980
C 1.168 3.525 -0.282
H 0.785 3.594 0.722
H 1.262 5.649 -0.545
O 2.211 5.826 -2.871
C 2.762 5.835 -4.165
H 3.754 5.372 -4.183
H 2.851 6.885 -4.440
H 2.111 5.328 -4.884
H 2.685 3.300 -3.817
H 2.195 1.275 -2.572
C 1.189 0.937 1.374
O 1.034 1.897 2.101
N 1.396 -0.314 1.819
H 1.414 -1.074 1.151
C 1.266 -0.685 3.214
H 1.607 0.176 3.794
C 2.086 -1.950 3.489
C 1.090 -3.086 3.265
C -0.177 -2.552 3.927
H -1.077 -3.058 3.585
H -0.101 -2.675 5.009
C -0.194 -1.064 3.561
H -0.581 -0.451 4.372
H -0.831 -0.901 2.692
H 1.425 -4.030 3.693
H 0.923 -3.234 2.196
H 2.961 -2.010 2.843
H 2.420 -1.953 4.526
H 1.806 0.219 -0.556
H -0.959 2.275 0.120
H -2.026 0.920 0.486
H -0.881 3.201 -2.292
H -0.568 1.595 -2.946
H -1.615 3.056 -4.655
H -3.004 3.320 -3.601
H -2.690 1.715 -4.259
```

E values (in eV) by entry order: -63153.9498 -37074.5707 -39122.4416 -41169.5320.
HOMO values (in eV) by entry order: -8.815 -7.414 -7.976 -8.539.